The following is a DFT calculation (ωB97M-V/def2-TZVPD) of a molecular structure, C5H8N3OS at a distorted geometry.

Each line ends with the natural charge from an NBO analysis.
CARTESIAN COORDINATES (ANGSTROEM)
C  0.431250  -0.705530  0.812985  0.678
C  -1.789855  0.140827  -0.165744  0.000
C  0.142039  -2.011117  -0.055723  -0.394
C  0.343953  1.640672  0.953506  -0.445
C  0.781878  0.501182  -1.207326  -0.413
N  -1.771683  -1.025188  -0.734367  -0.064
N  -1.033458  -1.965649  -0.780978  0.061
N  0.127214  0.474258  0.164908  -0.373
O  0.487120  -0.746733  1.989112  -0.435
S  -2.800019  1.290055  0.076550  0.384
H  1.029397  -2.225484  -0.676524  0.266
H  0.017189  -2.861524  0.626077  0.286
H  0.412781  2.442111  0.280585  0.228
H  -0.452873  1.863019  1.732481  0.262
H  1.312506  1.494113  1.566546  0.258
H  0.225848  0.004429  -1.900612  0.218
H  0.781437  1.599731  -1.619481  0.257
H  1.755282  0.090832  -1.061992  0.226

Atomic forces in eV per Å
-2.524 -2.287 -0.274
-0.052 -0.119 -1.006
3.421 -0.997 1.826
0.760 0.461 3.205
0.265 4.103 1.378
-0.671 0.391 0.315
-0.950 0.746 -1.262
-0.170 -0.197 -2.513
1.020 -0.438 1.374
-0.320 0.920 0.521
-0.454 -0.084 -0.008
0.480 0.279 0.221
0.169 1.293 -0.538
0.714 -0.604 -1.139
-1.413 0.420 -1.078
-1.460 -1.832 -1.725
0.341 -2.080 1.125
0.846 0.025 -0.421

Values from the calculation:
Total charge: +1
Relative energy (zero: lowest compared OMol25 entry of this formula, charge and spin), kcal/mol: 37.5
HOMO-LUMO gap (spin up / spin down), eV: 8.6 / 6.8
2S+1: 3
E_tot, Ha: -832.554129
Highest occupied orbital energy (spin up / spin down), eV: -13.077 / -14.452

---

The following is a DFT calculation (ωB97M-V/def2-TZVPD) of a molecular structure, C20H22BrClKN5O6Te.

Each line ends with the natural charge from an NBO analysis.
CARTESIAN COORDINATES (ANGSTROEM)
K  -0.553721  0.415926  1.935084  0.911
Br  -1.119517  3.699935  3.392392  0.021
C  -2.824945  4.165585  2.666775  -0.040
C  -3.223622  5.461830  2.833210  -0.300
C  -4.469772  5.873076  2.315814  -0.235
C  -5.257650  4.978116  1.652804  -0.206
C  -4.846549  3.632714  1.475227  -0.094
C  -5.665290  2.714187  0.776899  -0.253
C  -5.243464  1.423535  0.622089  -0.212
C  -4.005683  1.002738  1.161277  -0.318
C  -3.130620  1.819308  1.861446  -0.394
C  -3.594185  3.171612  1.993414  -0.058
H  -2.585182  6.163341  3.352666  0.209
H  -4.788744  6.900945  2.446880  0.191
H  -6.216619  5.284839  1.245426  0.188
H  -6.613167  3.054580  0.371175  0.182
H  -5.864793  0.716467  0.078148  0.185
H  -3.750799  -0.046213  1.002075  0.173
N  1.427525  0.877465  4.814014  -0.646
N  2.747628  0.711638  4.336773  -0.474
C  2.985094  1.138148  3.043331  0.624
N  4.280445  1.102128  2.682771  -0.790
N  1.951890  1.433039  2.304332  -0.473
N  2.132098  2.039245  1.080495  0.631
O  1.168498  1.970524  0.357362  -0.350
O  3.171737  2.628643  0.794239  -0.467
H  1.492887  0.952826  5.821099  0.348
H  0.887774  0.035246  4.617294  0.381
H  3.112371  -0.227577  4.477430  0.394
H  4.955361  1.141739  3.425481  0.392
H  4.510641  1.516711  1.793560  0.434
O  0.502142  -2.181120  2.217735  -0.852
Cl  0.403340  -2.466675  3.626623  2.537
O  1.651967  -2.099289  4.285692  -0.913
O  0.142109  -3.862434  3.840003  -0.846
O  -0.659988  -1.651290  4.193707  -0.894
C  1.566159  -4.741055  -6.622977  -0.632
C  1.657645  -3.867319  -5.398180  0.015
C  2.050999  -4.378009  -4.170618  -0.260
C  2.152165  -3.579549  -3.032236  -0.048
C  2.583427  -4.220705  -1.743132  -0.639
C  1.859918  -2.203263  -3.099039  -0.207
Te  2.086859  -0.951967  -1.399757  -0.505
C  1.437976  -1.686438  -4.342245  -0.041
C  1.089110  -0.232594  -4.500785  -0.638
C  1.348979  -2.514446  -5.456830  -0.271
H  1.728455  -5.789471  -6.365793  0.198
H  2.313590  -4.464805  -7.372963  0.195
H  0.585648  -4.662456  -7.100303  0.198
H  2.283539  -5.437419  -4.087915  0.177
H  2.613840  -5.308935  -1.842370  0.180
H  1.912335  -3.943282  -0.928731  0.247
H  3.570453  -3.859877  -1.442663  0.222
H  0.461423  0.105906  -3.675994  0.244
H  0.579383  -0.057985  -5.452111  0.180
H  1.988569  0.387376  -4.458926  0.221
H  1.020333  -2.085199  -6.401170  0.179

Atomic forces in eV per Å
-0.370 -0.105 -0.079
-0.005 -0.048 -0.014
0.058 0.013 0.030
-0.002 -0.019 -0.012
-0.016 0.004 -0.004
-0.005 0.012 -0.002
0.031 -0.027 0.020
0.006 0.013 0.001
-0.009 -0.011 0.005
-0.059 0.032 0.039
0.071 -0.040 -0.108
-0.030 -0.008 0.035
0.001 0.002 0.003
-0.002 0.002 -0.003
0.001 0.001 -0.001
0.002 0.000 0.000
-0.004 -0.001 0.002
0.004 0.000 -0.012
-0.050 -0.110 -0.002
0.017 -0.030 0.036
-0.021 -0.157 -0.067
-0.003 0.074 0.016
-0.043 0.147 0.270
0.108 -0.081 -0.033
0.000 0.235 -0.141
0.087 0.035 0.009
0.005 0.076 -0.043
0.022 -0.005 0.041
-0.021 -0.011 -0.025
-0.003 -0.060 -0.025
-0.004 -0.011 -0.034
0.016 0.022 0.082
0.245 -0.160 -0.004
-0.054 -0.030 -0.045
-0.056 0.161 0.082
0.025 0.077 0.039
0.000 0.002 0.006
-0.002 -0.008 -0.001
-0.017 -0.008 0.000
-0.011 0.008 0.008
0.006 0.016 -0.005
0.085 -0.070 -0.012
0.027 0.054 -0.066
0.009 0.037 0.007
0.013 -0.013 -0.004
-0.033 -0.004 0.010
0.000 -0.003 0.000
0.001 0.000 -0.001
-0.002 0.001 -0.002
0.001 -0.001 -0.001
0.012 -0.005 -0.002
-0.009 -0.018 -0.001
-0.006 0.010 0.006
-0.024 0.000 -0.016
0.015 0.004 -0.012
-0.005 0.003 0.028
0.001 0.001 -0.001

Values from the calculation:
Total charge: -2
Relative energy (zero: lowest compared OMol25 entry of this formula, charge and spin), kcal/mol: 2.2
HOMO-LUMO gap, eV: 5.0
2S+1: 1
E_tot, Ha: -5402.411237
Highest occupied orbital energy, eV: -0.935

---

The following is a DFT calculation (ωB97M-V/def2-TZVPD) of 3 unconnected molecules or ions with the total composition C20H32F7INO5 at a distorted geometry.

Each line ends with the natural charge from an NBO analysis.
CARTESIAN COORDINATES (ANGSTROEM)
C  -1.546857  3.874408  -4.990880  -0.592
C  -0.613485  3.762385  -3.757510  0.089
C  -0.266509  5.198826  -3.306004  -0.628
C  -1.402750  2.989921  -2.722201  -0.462
C  -0.573344  2.579844  -1.477902  0.000
I  -1.218921  0.577747  -0.917456  0.074
C  -0.893022  3.538885  -0.321107  -0.453
C  -0.342348  3.108092  1.051990  -0.458
C  0.542712  4.166240  1.679129  0.064
F  1.868213  3.956603  1.294401  -0.378
C  0.942939  2.616428  -1.728291  -0.496
C  1.428068  2.394433  -3.153821  0.109
C  2.843066  2.977758  -3.225687  -0.601
C  1.538871  0.913081  -3.516760  -0.613
N  0.573746  3.028385  -4.204355  0.032
O  1.190573  3.583934  -5.174180  -0.396
H  -1.246077  4.672729  -5.644832  0.222
H  -2.578343  3.965614  -4.674001  0.205
H  -1.469602  2.941135  -5.536046  0.219
H  -0.814107  5.472123  -2.417694  0.205
H  -0.543070  5.907288  -4.069438  0.223
H  0.797759  5.318230  -3.159623  0.221
H  -1.877800  2.129740  -3.170188  0.232
H  -2.203180  3.640799  -2.397732  0.218
H  -1.956058  3.718619  -0.283519  0.213
H  -0.403308  4.469453  -0.566991  0.210
H  -1.173003  2.976036  1.732197  0.224
H  0.263810  2.217258  0.988024  0.234
H  0.516158  4.114128  2.762976  0.164
H  0.245517  5.172214  1.395549  0.156
H  1.388030  1.823138  -1.143597  0.239
H  1.356355  3.530324  -1.327716  0.229
H  2.829006  4.056605  -3.196737  0.214
H  3.397948  2.600553  -4.067998  0.225
H  3.344645  2.661486  -2.315997  0.205
H  1.974057  0.870251  -4.504585  0.220
H  2.133697  0.366186  -2.800245  0.211
H  0.539990  0.501213  -3.611630  0.216
C  1.542582  -5.755519  0.757536  -0.639
C  1.445226  -4.705076  -0.327711  -0.078
O  0.071819  -4.360919  -0.603468  -0.475
C  -0.492029  -3.503291  0.234912  0.693
O  0.017006  -2.989904  1.188540  -0.542
C  -1.933180  -3.212669  -0.215388  0.899
F  -2.586015  -4.341932  -0.536008  -0.306
F  -1.919669  -2.409879  -1.298759  -0.310
F  -2.614757  -2.594875  0.755174  -0.303
H  0.951296  -6.632449  0.492181  0.216
H  2.579446  -6.059038  0.894604  0.226
H  1.167102  -5.376704  1.707581  0.226
H  1.838922  -5.087550  -1.266619  0.198
H  2.005562  -3.807308  -0.071255  0.201
C  -1.785543  -3.152713  4.453464  -0.641
C  -1.496726  -3.193092  5.937729  -0.078
O  -1.154627  -4.526511  6.367794  -0.478
C  0.095179  -4.911702  6.145385  0.691
O  0.965187  -4.270388  5.631852  -0.539
C  0.297502  -6.335888  6.690853  0.898
F  -0.717929  -7.141200  6.333989  -0.309
F  0.360417  -6.305158  8.035271  -0.310
F  1.435729  -6.857644  6.225342  -0.301
H  -2.562000  -3.874700  4.196975  0.213
H  -2.119105  -2.159063  4.157600  0.226
H  -0.898464  -3.401461  3.872164  0.232
H  -2.383407  -2.925372  6.508168  0.196
H  -0.702900  -2.500088  6.212555  0.199

Atomic forces in eV per Å
0.405 -0.759 0.336
-1.255 0.625 -1.128
0.211 -0.339 -0.050
0.750 -0.266 0.623
-0.330 0.634 -0.097
-0.011 0.089 -0.050
0.600 -0.881 0.201
-0.070 1.135 -0.106
-0.018 -0.238 0.285
0.026 0.237 -0.177
-0.730 -0.723 -0.120
0.960 -0.338 -0.546
-0.258 -0.190 0.638
-0.756 0.514 -0.325
0.470 0.885 0.931
-0.103 -0.421 -0.194
-0.003 0.296 -0.235
-0.214 0.365 0.049
-0.079 -0.196 -0.240
-0.026 0.093 0.365
-0.049 0.215 -0.309
0.269 0.043 0.308
0.044 -0.269 -0.298
-0.322 0.124 0.088
-0.391 -0.008 0.117
-0.020 0.451 -0.281
-0.171 -0.489 0.168
-0.092 -0.454 0.105
0.097 -0.110 0.210
0.098 0.203 -0.165
0.326 -0.098 0.236
-0.020 0.500 -0.009
0.023 0.358 -0.252
0.108 0.129 -0.366
0.261 -0.164 0.137
0.308 -0.205 -0.257
0.131 -0.201 0.170
-0.125 -0.384 0.236
-0.271 0.017 0.100
0.477 -0.214 0.059
-0.192 0.161 -0.006
0.470 -0.150 0.031
-0.213 0.016 -0.068
-0.497 0.034 -0.053
0.174 0.350 0.076
-0.069 -0.382 0.281
0.206 -0.146 -0.282
0.072 -0.027 -0.061
0.021 0.013 -0.030
0.075 0.058 0.006
-0.170 0.022 -0.078
-0.139 0.081 0.074
0.123 -0.277 -0.106
-0.223 0.451 -0.178
0.164 -0.164 0.105
-0.179 0.458 -0.113
-0.034 -0.213 0.092
0.090 -0.373 0.046
0.316 0.170 0.129
-0.023 -0.045 -0.335
-0.322 0.113 0.162
-0.076 0.069 0.045
-0.002 0.020 0.027
0.038 0.105 0.008
0.002 -0.181 0.085
0.137 -0.129 -0.018

Values from the calculation:
Total charge: 0
HOMO-LUMO gap (spin up / spin down), eV: 8.8 / 9.9
2S+1: 2
E_tot, Ha: -2208.948832
Highest occupied orbital energy (spin up / spin down), eV: -8.285 / -9.409